The following is a quantum chemistry calculation of 6 unconnected molecules or ions with the total composition C34H75F6N4O2P in a non-equilibrium geometry, from the Open Molecules 2025 dataset.

Geometry as XYZ:
```
122
C34H75F6N4O2P | the Open Molecules 2025 dataset | ωB97M-V with the def2-TZVPD basis set
P 2.7082 4.3895 5.8821
F 3.2802 3.7743 7.2549
F 2.3393 5.0663 4.3894
F 4.0233 5.4233 5.8399
F 3.6958 3.2934 5.1728
F 1.4587 3.3493 5.8315
F 1.6747 5.4769 6.6151
O 0.1127 0.9031 -1.4244
O 1.0967 -0.9352 -0.6466
N 5.5814 -6.8905 0.5920
N -5.2671 6.0899 3.5006
N 5.4268 5.6224 -2.6861
N -5.1651 -4.9131 -2.9723
C -4.1977 -5.8319 -2.1092
C 6.1618 -8.0857 1.3458
C 4.0796 -7.0700 -1.3004
C 5.5781 -4.1848 3.5876
C 6.4531 3.4315 -2.2667
C 1.7376 5.8303 -3.8405
C -5.5700 -3.9101 -1.8340
C 3.8883 5.7839 -2.6997
C 0.4745 0.1362 -0.4519
C 4.0398 -7.1296 0.1674
C 5.1950 -5.5259 2.8376
C 5.5083 -7.4246 -1.7433
C -4.4519 -4.2017 -4.1107
C -3.8971 6.7060 3.3208
C -5.6527 6.1418 6.0262
C 5.9149 4.3291 -3.3525
C -6.1426 6.7478 4.6318
C 5.8767 4.0233 -1.0288
C 0.0857 0.4912 1.0166
C -5.1927 -6.2114 -0.9181
C 5.9480 5.4959 -1.2451
C -5.1158 4.7453 4.2285
C -6.1215 5.9686 2.2369
C -4.7661 4.8860 5.6992
C -6.5011 4.5052 -0.0136
C -7.2021 -7.8350 -4.8610
C 6.3447 -6.6601 -0.7449
C 5.8204 -5.5425 1.4308
C 3.2272 5.7754 -4.0950
C 6.1952 6.8643 -3.2362
C -5.9893 -6.8651 -4.4780
C -6.3606 -5.6797 -3.6572
C -5.4873 5.1081 1.1193
C -5.9976 -4.9231 -0.6413
H 3.3475 -7.6709 -1.8399
H 5.2897 5.9617 -0.5118
H -3.3554 6.5344 4.2510
H 1.4987 5.0823 -3.0845
H 4.1128 -5.6521 2.8061
H 3.4390 4.8773 -4.6752
H 5.7219 -6.3282 3.3541
H -5.5490 -4.5957 0.2966
H 0.2464 -0.3963 1.6286
H -5.1016 3.9785 6.2011
H 6.2463 -5.6164 -1.0432
H -5.4419 -6.6183 -5.3877
H -7.9380 -7.4245 -5.5524
H -5.1384 -7.4677 -4.1601
H -3.8825 7.7854 3.1702
H -3.4453 -3.8416 -3.8983
H -4.5767 -6.4773 -0.0591
H -4.6790 4.4551 1.4487
H 3.8950 -8.1043 0.6332
H -6.0389 4.1797 4.1014
H 0.7643 1.2711 1.3621
H 4.9981 -3.9114 4.4691
H 5.0680 3.7112 -3.6510
H 1.5896 6.7035 -3.2051
H 4.0177 -6.0040 -1.5190
H 6.6448 -4.1826 3.8120
H 7.0796 -7.7412 1.8224
H -6.5658 5.9674 6.5953
H -7.1183 5.6150 2.5003
H 7.2789 6.7998 -3.3331
H -6.9868 -8.8125 -5.2925
H -7.1458 5.3332 -0.3085
H 7.5106 3.1871 -2.3672
H 3.5697 4.8865 -2.1695
H 5.3325 -3.3133 2.9807
H -3.4756 -5.0329 -1.9411
H 6.5088 -8.8884 0.6951
H -4.7464 -3.2730 -1.5117
H 5.8886 6.9956 -4.2740
H -5.0694 6.8824 6.5733
H -3.7218 5.1246 5.9007
H 6.4731 3.6006 -0.2203
H -4.1691 -4.9219 -4.8785
H -6.8684 -4.9646 -4.3044
H -0.9815 0.6740 1.1419
H -5.0117 -3.4145 -4.6157
H 5.9943 2.4559 -2.4270
H -3.3697 6.1027 2.5818
H -4.3954 4.1259 3.6941
H -4.8245 5.7726 0.5649
H 3.3930 -6.3877 0.6357
H 6.6111 4.4854 -4.1764
H 1.0563 5.7416 -4.6868
H 3.5974 6.5033 -1.9342
H 3.6056 6.6169 -4.6753
H 7.4150 -6.8292 -0.6266
H -6.3487 -3.2073 -2.1302
H 4.8515 3.7427 -0.7875
H -7.1197 6.2884 4.4821
H 6.9548 5.9138 -1.2422
H 5.9211 7.7650 -2.6869
H -5.8207 4.0582 -0.7384
H 5.2853 -4.6939 1.0046
H -3.6972 -6.5982 -2.7011
H -5.8927 -7.0421 -1.0084
H -6.9577 3.6321 0.4526
H -6.1858 7.0040 1.9025
H 5.3929 -8.4582 2.0227
H -7.0586 -6.1295 -2.9510
H 6.8896 -5.3434 1.5034
H 5.6205 -7.2745 -2.8170
H -7.7493 -8.0881 -3.9529
H -7.0835 -5.0122 -0.6133
H -6.2322 7.8335 4.5949
H 5.7850 -8.4681 -1.5933
```

Properties
* spin multiplicity: 1
* largest force on an atom: 3.7 eV Å⁻¹
* molecular weight: 716.96 g/mol
* energy: -72107.8160 eV
* Kohn-Sham gap: 5.394 eV
* total charge: +2
* LUMO: -3.2 eV